A 2-piece molecular cluster, C4H8O3 overall, computed with the ωB97M-V functional and the def2-TZVPD basis.

2S+1: 1
Lowest unoccupied orbital energy: 0.8 eV
HOMO-LUMO gap: 10.98 eV
ΔE to the lowest compared entry with this formula, charge and spin: 185.82 kJ/mol
SMILES string: CC(=O)COC=O.[H][H]

```
15
C4H8O3 | the OMol25 dataset | the ωB97M-V functional and the def2-TZVPD basis
C -1.0241 1.1919 -1.2547
C -0.9255 0.6841 0.1605
O -1.8531 0.7273 0.9395
C 0.3949 0.1031 0.6439
O 1.2433 -0.1857 -0.4732
C 2.4300 -0.7318 -0.1638
O 2.8240 -0.9549 0.9490
H -1.1197 0.3414 -1.9390
H -0.1308 1.7474 -1.5513
H -1.9156 1.8128 -1.3475
H 0.8860 0.8267 1.3051
H 0.2023 -0.7980 1.2348
H 2.9864 -0.9511 -1.0879
H -2.1148 -1.5995 1.3676
H -1.9545 -2.3253 1.3204
```

---

A 2-piece molecular cluster, C4H8O3 overall, computed with the ωB97M-V functional and the def2-TZVPD basis.

2S+1: 1
Lowest unoccupied orbital energy: 0.9 eV
HOMO-LUMO gap: 10.45 eV
ΔE to the lowest compared entry with this formula, charge and spin: 336.53 kJ/mol
SMILES string: C=COC.O=CO

```
15
C4H8O3 | the OMol25 dataset | the ωB97M-V functional and the def2-TZVPD basis
C -1.7577 -1.0309 0.4284
C -0.4267 -1.0022 0.3811
O 0.4760 0.1720 0.7176
C -0.1895 1.4148 0.9219
H -2.2492 -1.9715 0.6495
H -2.3790 -0.1686 0.2275
H 0.1826 -1.8737 0.5863
H -0.8819 1.3217 1.7622
H -0.7546 1.7214 0.0350
H 0.5605 2.1780 1.1410
O 2.6408 -0.6477 -0.8925
C 1.7761 0.1662 -1.1143
O 0.5055 -0.2745 -1.6953
H 1.9123 1.2343 -1.3255
H 0.5848 -1.2393 -1.8227
```

---

One molecule with the formula C4H8O3, computed with the ωB97M-V functional and the def2-TZVPD basis.

2S+1: 1
Lowest unoccupied orbital energy: 0.7 eV
HOMO-LUMO gap: 10.98 eV
ΔE to the lowest compared entry with this formula, charge and spin: 136.53 kJ/mol
SMILES string: C[C@@H](O)[C@@H](O)C=O

```
15
C4H8O3 | the OMol25 dataset | the ωB97M-V functional and the def2-TZVPD basis
C -0.7476 0.6305 -1.4148
C -0.7406 -0.4609 -0.3563
O -0.1086 -1.5781 -0.9213
C -0.0066 -0.0656 0.9634
O 0.5034 -1.2218 1.5767
C 1.1181 0.9282 0.7684
O 2.2596 0.6482 1.0581
H -1.3548 0.3068 -2.2642
H -1.1519 1.5770 -1.0391
H 0.2726 0.7917 -1.7807
H -1.7796 -0.7028 -0.0780
H 0.1574 -2.1286 -0.1667
H -0.7356 0.4212 1.6310
H 1.4667 -1.0760 1.6335
H 0.8475 1.9303 0.3899
```

---

C4H8O3 as an isolated structure, computed with the ωB97M-V functional and the def2-TZVPD basis.

2S+1: 1
Lowest unoccupied orbital energy (spin up / spin down): -0.2 / -0.2 eV
HOMO-LUMO gap (spin up / spin down): 7.52 / 7.28 eV
ΔE to the lowest compared entry with this formula, charge and spin: 909.30 kJ/mol

```
15
C4H8O3 | the OMol25 dataset | the ωB97M-V functional and the def2-TZVPD basis
C 0.3280 -0.5995 -0.7237
C 0.8039 -1.7662 0.1490
C -1.4864 1.6127 0.2136
C -0.2177 -1.0498 0.9548
O 1.3062 -0.2494 -1.6574
O 0.2696 1.3849 -0.1315
O -0.1588 -0.8874 2.1480
H 1.2685 0.7143 -1.7787
H 0.7095 1.2769 0.7249
H -0.5545 -0.8723 -1.3106
H 1.8334 -1.6739 0.4824
H 0.5243 -2.7640 -0.1708
H -1.4318 0.3039 0.6778
H -1.6001 2.2778 -0.6508
H -1.5941 2.2920 1.0729
```

---

One molecule with the formula C4H8O3, computed with the ωB97M-V functional and the def2-TZVPD basis.

2S+1: 1
Lowest unoccupied orbital energy: 0.9 eV
HOMO-LUMO gap: 11.27 eV
ΔE to the lowest compared entry with this formula, charge and spin: 90.67 kJ/mol
SMILES string: C[C@@H](O)COC=O

```
15
C4H8O3 | the OMol25 dataset | the ωB97M-V functional and the def2-TZVPD basis
C -1.6817 0.9916 -0.6180
C -0.1913 0.7022 -0.4189
O 0.3171 1.3280 0.7411
C 0.0595 -0.8010 -0.4137
O 1.4626 -1.0915 -0.3125
C 1.9637 -1.1838 0.9180
O 1.3488 -1.0595 1.9493
H -2.1431 0.2948 -1.3285
H -1.8268 2.0072 -0.9970
H -2.2086 0.9113 0.3388
H 0.3792 1.1281 -1.2532
H 0.2140 0.7187 1.4878
H -0.2580 -1.2425 -1.3609
H -0.4720 -1.2907 0.4101
H 3.0365 -1.4129 0.8575
```

---

One molecule with the formula C4H8O3, computed with the ωB97M-V functional and the def2-TZVPD basis.

2S+1: 1
Lowest unoccupied orbital energy: 0.9 eV
HOMO-LUMO gap: 11.32 eV
ΔE to the lowest compared entry with this formula, charge and spin: 100.00 kJ/mol
SMILES string: C[C@@H](O)COC=O

```
15
C4H8O3 | the OMol25 dataset | the ωB97M-V functional and the def2-TZVPD basis
C 1.0188 -1.6772 -0.4316
C -0.2141 -0.8206 -0.1256
O -0.3750 -0.6819 1.2754
C -0.1469 0.5440 -0.8128
O -1.2037 1.3975 -0.3473
C -0.9539 2.0721 0.7745
O 0.0829 2.0695 1.3944
H 0.8565 -2.4188 -1.2187
H 1.2170 -2.1989 0.5071
H 1.9027 -1.0820 -0.6935
H -1.1222 -1.3368 -0.4568
H 0.2555 -0.0168 1.5913
H -0.2943 0.4581 -1.8925
H 0.8143 1.0314 -0.6183
H -1.8376 2.6604 1.0542
```

---

One molecule with the formula C4H8O3, computed with the ωB97M-V functional and the def2-TZVPD basis.

2S+1: 1
Lowest unoccupied orbital energy: 0.8 eV
HOMO-LUMO gap: 11.38 eV
ΔE to the lowest compared entry with this formula, charge and spin: 74.07 kJ/mol
SMILES string: CCOC(=O)CO

```
15
C4H8O3 | the OMol25 dataset | the ωB97M-V functional and the def2-TZVPD basis
C 1.1477 2.0152 -0.8895
C 0.7105 0.5966 -1.1946
O 0.5114 -0.0987 0.0551
C -0.6333 -0.7562 0.2409
O -1.5575 -0.8077 -0.5415
C -0.6558 -1.4816 1.5733
O -1.8876 -2.1055 1.7807
H 0.3400 2.5751 -0.4078
H 2.0163 2.0179 -0.2243
H 1.4236 2.5307 -1.8156
H 1.4859 0.0470 -1.7390
H -0.2158 0.5631 -1.7708
H 0.1718 -2.2064 1.5726
H -0.4425 -0.7588 2.3712
H -2.3891 -1.9921 0.9575
```

---

One molecule with the formula C4H8O3, computed with the ωB97M-V functional and the def2-TZVPD basis.

2S+1: 1
Lowest unoccupied orbital energy: 0.7 eV
HOMO-LUMO gap: 10.98 eV
ΔE to the lowest compared entry with this formula, charge and spin: 134.53 kJ/mol
SMILES string: C[C@@H](O)[C@@H](O)C=O

```
15
C4H8O3 | the OMol25 dataset | the ωB97M-V functional and the def2-TZVPD basis
C -0.7695 0.6111 -1.4155
C -0.7254 -0.4828 -0.3606
O -0.0689 -1.5836 -0.9312
C 0.0055 -0.0724 0.9516
O 0.4831 -1.2271 1.5931
C 1.1545 0.8904 0.7438
O 2.2829 0.5993 1.0716
H -1.3974 0.2877 -2.2497
H -1.1699 1.5532 -1.0244
H 0.2391 0.7814 -1.8081
H -1.7553 -0.7518 -0.0733
H 0.1852 -2.1439 -0.1798
H -0.7174 0.4490 1.6004
H 1.4456 -1.0907 1.6803
H 0.9140 1.8829 0.3221
```

---

A 3-piece molecular cluster, C4H8O3 overall, computed with the ωB97M-V functional and the def2-TZVPD basis.

2S+1: 1
Lowest unoccupied orbital energy: 0.5 eV
HOMO-LUMO gap: 9.25 eV
ΔE to the lowest compared entry with this formula, charge and spin: 344.57 kJ/mol
SMILES string: O=C=CO.C=O.C

```
15
C4H8O3 | the OMol25 dataset | the ωB97M-V functional and the def2-TZVPD basis
O 1.5256 -2.0238 -0.3055
C 1.7133 -0.8674 -0.3173
C 1.9603 0.4314 -0.2295
O 2.9467 0.8763 0.6396
H 1.4634 1.1238 -0.8968
H 2.5396 0.9925 1.5067
C -1.1584 -1.0871 -1.3562
O -0.3243 -0.3616 -1.8413
H -2.2259 -0.9950 -1.6240
H -0.8939 -1.8655 -0.6160
C -1.5120 0.8065 1.1129
H -1.4535 1.2590 2.1044
H -2.0450 1.4768 0.4346
H -2.0443 -0.1462 1.1854
H -0.5045 0.6313 0.7316
```

---

A 2-piece molecular cluster, C4H8O3 overall, computed with the ωB97M-V functional and the def2-TZVPD basis.

2S+1: 1
Lowest unoccupied orbital energy: 0.8 eV
HOMO-LUMO gap: 10.67 eV
ΔE to the lowest compared entry with this formula, charge and spin: 184.33 kJ/mol
SMILES string: O=CCCC=O.O

```
15
C4H8O3 | the OMol25 dataset | the ωB97M-V functional and the def2-TZVPD basis
O -4.2535 -0.1573 -0.4300
C -3.1605 0.0772 -0.8501
C -1.9553 0.3924 0.0262
C -0.6371 0.2982 -0.7436
C 0.5310 0.6951 0.1218
O 0.7843 1.8169 0.4819
H -2.8693 0.1345 -1.9234
H -2.1039 1.4295 0.3369
H -1.9316 -0.2228 0.9213
H -0.6267 0.9862 -1.5952
H -0.4831 -0.7263 -1.0654
H 1.2142 -0.1060 0.4510
O 4.8856 -1.4712 1.0961
H 5.1941 -0.9007 1.8259
H 5.4118 -2.2457 1.3465
```

---

One molecule with the formula C4H8O3, computed with the ωB97M-V functional and the def2-TZVPD basis.

2S+1: 1
Lowest unoccupied orbital energy: 0.9 eV
HOMO-LUMO gap: 9.29 eV
ΔE to the lowest compared entry with this formula, charge and spin: 321.10 kJ/mol

```
15
C4H8O3 | the OMol25 dataset | the ωB97M-V functional and the def2-TZVPD basis
C 2.0894 -0.2036 -1.6413
O 1.6213 -0.3127 -0.3005
C 0.3025 -0.1293 -0.1311
O -0.4530 0.0664 -1.1045
C -0.1548 -0.0918 1.2268
C -1.6182 -0.2997 1.3119
O -2.0480 1.0623 0.7243
H 1.8256 0.7678 -2.0691
H 3.1728 -0.3149 -1.5793
H 1.6615 -0.9905 -2.2681
H 0.5111 -0.3695 2.0336
H -0.9918 1.3002 1.0582
H -2.0855 -1.0387 0.6560
H -2.0324 -0.3374 2.3185
H -1.8007 0.8913 -0.2354
```

---

One molecule with the formula C4H8O3, computed with the ωB97M-V functional and the def2-TZVPD basis.

2S+1: 1
Lowest unoccupied orbital energy: 0.9 eV
HOMO-LUMO gap: 10.94 eV
ΔE to the lowest compared entry with this formula, charge and spin: 138.01 kJ/mol
SMILES string: COCC(=O)OC

```
15
C4H8O3 | the OMol25 dataset | the ωB97M-V functional and the def2-TZVPD basis
C 1.3041 -2.0450 -0.0826
O 1.9068 -0.8502 0.3604
C 0.9753 0.0325 0.9017
C 0.0560 0.6419 -0.1534
O 0.3571 0.8614 -1.2995
O -1.1367 0.9463 0.3830
C -2.0360 1.6391 -0.4854
H 2.1004 -2.6775 -0.4800
H 0.5655 -1.8558 -0.8752
H 0.8060 -2.5642 0.7514
H 0.3664 -0.4305 1.6937
H 1.5344 0.8632 1.3462
H -1.6986 2.6705 -0.6269
H -2.1004 1.1387 -1.4557
H -3.0005 1.6296 0.0224
```

---

One molecule with the formula C4H8O3, computed with the ωB97M-V functional and the def2-TZVPD basis.

2S+1: 1
Lowest unoccupied orbital energy: 0.7 eV
HOMO-LUMO gap: 9.32 eV
ΔE to the lowest compared entry with this formula, charge and spin: 398.66 kJ/mol

```
15
C4H8O3 | the OMol25 dataset | the ωB97M-V functional and the def2-TZVPD basis
O -1.0143 -0.7279 -1.8119
C -0.8176 0.6638 -1.6944
C 0.4665 0.8972 -0.9442
C 1.0699 -0.5639 0.6913
O 0.2969 0.4555 0.4127
C 0.7656 -1.0553 2.0530
O -0.1992 -0.4217 2.8535
H -1.8929 -0.8749 -2.1818
H -1.6376 1.1407 -1.1391
H -0.7213 1.1496 -2.6763
H 0.7442 1.9536 -0.9160
H 1.2769 0.2892 -1.3528
H 0.5076 -2.1107 1.8594
H 1.7521 -1.0633 2.5407
H -0.5968 0.2680 2.3058
```

---

One molecule with the formula C4H8O3, computed with the ωB97M-V functional and the def2-TZVPD basis.

Expectation value of S²: 2.01
2S+1: 3
Lowest unoccupied orbital energy (spin up / spin down): 0.9 / -2.6 eV
HOMO-LUMO gap (spin up / spin down): 5.25 / 7.88 eV
ΔE to the lowest compared entry with this formula, charge and spin: 114.81 kJ/mol

```
15
C4H8O3 | the OMol25 dataset | the ωB97M-V functional and the def2-TZVPD basis
C 1.3062 0.0245 -0.2233
C 0.8232 0.6678 -1.5356
C -2.0376 0.0710 1.6889
C -0.0031 -0.4723 0.4989
O 2.1690 -0.9594 -0.5508
O -0.1662 -1.6639 0.5989
O -0.8238 0.4227 0.9127
H 1.7712 0.7864 0.3252
H 0.0283 1.4234 -1.3250
H 1.6515 0.9853 -2.1091
H 0.3528 -0.0100 -2.1920
H -1.6864 -0.7782 2.2271
H -2.8783 -0.2304 0.8794
H -2.3990 1.0153 2.2343
H 1.8921 -1.2820 -1.4296
```

---

C4H8O3Rb as an isolated structure, computed with the ωB97M-V functional and the def2-TZVPD basis.

2S+1: 1
Charge: +1
Lowest unoccupied orbital energy (spin up / spin down): -3.6 / -5.3 eV
HOMO-LUMO gap (spin up / spin down): 11.01 / 3.80 eV
ΔE to the lowest compared entry with this formula, charge and spin: 229.99 kJ/mol

```
16
C4H8O3Rb | the OMol25 dataset | the ωB97M-V functional and the def2-TZVPD basis
H 2.0975 0.9871 -2.9929
O 0.3623 -0.2557 -0.4772
O -1.5565 0.6357 -1.1486
C -0.9813 0.1691 -0.2145
O -1.3271 -0.0827 0.9865
C -2.7196 0.1389 1.3531
C 1.2156 -0.5212 0.4331
C 2.6160 -0.5689 0.0858
H -2.7757 -0.1329 2.4071
H -2.9551 1.1954 1.1965
H -3.3490 -0.5073 0.7344
H 0.8721 -0.5318 1.4756
H 2.8739 -1.5558 0.5713
H 2.8127 -0.6678 -0.9839
H 3.1344 0.1493 0.7483
Rb -0.3200 1.5487 -4.1746
```

---

A 2-piece molecular cluster, C4H8O3S overall, computed with the ωB97M-V functional and the def2-TZVPD basis.

2S+1: 1
Lowest unoccupied orbital energy: 0.7 eV
HOMO-LUMO gap: 10.16 eV
ΔE to the lowest compared entry with this formula, charge and spin: 297.07 kJ/mol

```
16
C4H8O3S | the OMol25 dataset | the ωB97M-V functional and the def2-TZVPD basis
C 0.1962 1.6837 2.8411
C -0.5226 0.7361 2.2874
C -0.0892 -0.0153 -2.5343
C -0.1835 -1.4440 -2.1795
O 0.5059 -1.4146 1.2075
O 0.9176 0.9259 0.0849
O -1.0373 -1.8647 -1.4117
S -0.1294 0.0310 0.5942
H 0.0721 2.1976 3.7535
H 1.0036 2.0470 2.2192
H -1.4165 0.4250 2.7077
H -1.1214 0.2918 -2.4516
H 0.2086 0.2465 -3.5952
H 0.4943 0.5139 -1.8003
H 0.6176 -2.1571 -2.4038
H 0.4839 -2.2029 0.6810
```

---

A 2-piece molecular cluster, C4H8O3S overall, computed with the ωB97M-V functional and the def2-TZVPD basis.

2S+1: 1
Lowest unoccupied orbital energy (spin up / spin down): -0.4 / -1.3 eV
HOMO-LUMO gap (spin up / spin down): 7.99 / 6.56 eV
ΔE to the lowest compared entry with this formula, charge and spin: 548.66 kJ/mol

```
16
C4H8O3S | the OMol25 dataset | the ωB97M-V functional and the def2-TZVPD basis
C -1.5351 0.5985 1.0378
C -1.6056 1.1925 -0.3729
C -1.4329 -0.2602 -0.1248
C 2.4863 -1.1105 0.3903
O 1.6701 1.4042 0.2045
O 1.6459 0.2170 -1.9157
O -1.8284 -1.3769 -0.7438
S 1.3631 0.1387 -0.5149
H -0.5937 0.7208 1.5296
H -2.5215 0.4069 1.6591
H -2.5919 1.5620 -0.5375
H -0.7564 1.7893 -0.6127
H 2.3480 -2.0617 0.0296
H 3.4713 -0.9510 0.1434
H 2.2590 -0.9665 1.3470
H -2.3783 -1.3032 -1.5191
```